Density functional theory data (ωB97M-V/def2-TZVPD) for C30H25GdN6S6 as an isolated structure.

Last column: Mulliken spin population.
Atoms and positions in Å:
Gd (11.127, 11.513, 11.729)  7.478
C (10.716, 13.516, 14.817)  0.005
N (11.788, 12.645, 14.240)  -0.057
C (12.319, 11.600, 15.134)  0.008
C (11.602, 10.319, 14.863)  -0.007
N (10.291, 10.260, 14.567)  -0.003
C (10.054, 8.883, 14.517)  -0.001
C (8.895, 8.199, 14.049)  -0.001
C (8.978, 6.812, 13.931)  0.000
C (10.122, 6.147, 14.187)  0.000
C (11.260, 6.789, 14.629)  0.000
C (11.263, 8.172, 14.771)  0.000
N (12.202, 9.139, 14.955)  0.000
C (11.089, 14.973, 14.537)  -0.002
N (12.268, 15.457, 14.961)  0.000
C (12.288, 16.731, 14.466)  0.000
C (13.359, 17.653, 14.517)  0.000
C (13.175, 18.850, 13.873)  0.000
C (12.005, 19.064, 13.105)  0.000
C (10.895, 18.246, 13.054)  0.000
C (11.108, 17.065, 13.780)  0.000
N (10.325, 15.922, 13.863)  0.000
H (10.688, 13.497, 15.916)  0.000
H (9.794, 13.199, 14.308)  -0.001
H (12.555, 13.245, 13.882)  0.001
H (12.156, 11.832, 16.209)  0.000
H (13.375, 11.432, 14.867)  0.000
H (8.004, 8.762, 13.739)  0.001
H (8.205, 6.263, 13.493)  0.000
H (10.147, 5.103, 13.946)  0.000
H (12.140, 6.159, 14.787)  0.000
H (13.237, 9.116, 14.799)  -0.002
H (14.224, 17.338, 15.011)  0.000
H (13.934, 19.538, 13.791)  0.000
H (11.878, 20.043, 12.606)  0.000
H (9.933, 18.526, 12.607)  0.000
H (9.580, 15.684, 13.217)  0.001
S (14.894, 9.435, 13.499)  -0.007
C (13.703, 10.138, 12.410)  0.000
S (12.484, 9.172, 11.799)  -0.042
S (14.031, 11.747, 11.839)  -0.045
S (8.136, 15.285, 10.915)  -0.010
C (9.075, 13.990, 11.395)  -0.004
S (8.596, 12.592, 12.366)  -0.053
S (10.829, 14.157, 11.006)  -0.138
C (11.064, 11.568, 5.712)  0.002
C (11.925, 11.899, 6.767)  -0.001
C (11.605, 11.577, 8.058)  0.022
C (10.480, 10.788, 8.367)  -0.038
C (9.682, 10.369, 7.336)  0.003
C (9.892, 10.842, 6.044)  -0.002
N (10.179, 10.495, 9.700)  -0.072
C (9.382, 9.447, 10.011)  -0.022
C (9.647, 8.179, 9.441)  -0.012
C (8.861, 7.087, 9.559)  0.002
C (7.638, 7.125, 10.224)  -0.005
C (7.251, 8.369, 10.732)  0.005
C (8.160, 9.456, 10.654)  0.001
H (11.139, 11.930, 4.749)  0.000
H (12.817, 12.506, 6.586)  0.000
H (12.193, 11.939, 8.859)  -0.007
H (8.706, 9.795, 7.500)  0.002
H (9.139, 10.577, 5.312)  0.000
H (10.589, 8.029, 8.992)  0.000
H (9.195, 6.143, 9.086)  0.000
H (6.968, 6.258, 10.219)  0.000
H (6.265, 8.419, 11.158)  0.000
H (7.870, 10.473, 11.116)  0.001

Spin multiplicity: 8
E_tot: -4641.7269 a.u.
Gap between HOMO and LUMO (spin up / spin down): 5.38 / 6.55 eV
Net charge: -2
ΔE to the lowest compared entry with this formula, charge and spin: 27.9 kcal per mole

---

Density functional theory data (ωB97M-V/def2-TZVPD) for one molecule with the formula C3H11N3O.

Last column: natural (NBO) charge in e.
Atoms and positions in Å:
C (-1.979, -0.753, -2.091)  -0.236
O (-1.356, -0.815, -0.866)  -0.439
N (0.030, -0.806, -1.175)  -0.210
N (0.814, 0.179, -0.529)  -0.342
N (0.998, 0.004, 0.897)  -0.294
C (-0.246, 0.111, 1.703)  -0.467
C (2.015, 0.899, 1.316)  -0.420
H (-1.580, -1.460, -2.764)  0.174
H (-1.890, 0.248, -2.606)  0.155
H (-3.006, -0.898, -1.949)  0.183
H (0.287, -1.765, -0.840)  0.357
H (0.578, 1.129, -0.855)  0.339
H (-1.081, -0.063, 1.006)  0.250
H (0.009, -0.554, 2.563)  0.205
H (-0.294, 1.109, 2.207)  0.168
H (2.263, 0.623, 2.331)  0.215
H (2.840, 0.858, 0.585)  0.218
H (1.597, 1.953, 1.068)  0.145

E_tot: -360.2348 a.u.
Gap between HOMO and LUMO: 9.53 eV
ΔE to the lowest compared entry with this formula, charge and spin: 127.1 kcal per mole

---

Density functional theory data (ωB97M-V/def2-TZVPD) for C16H21BIN6OsS4 as an isolated structure.

Last column: natural (NBO) charge in e.
Atoms and positions in Å:
Os (0.824, -0.145, -0.283)  0.526
C (-3.914, -2.259, -1.161)  -0.418
N (-3.520, -0.967, -0.577)  -0.282
C (-4.372, 0.089, -0.344)  -0.009
C (-3.633, 1.083, 0.205)  -0.031
N (-2.335, 0.627, 0.318)  -0.484
B (-1.201, 1.364, 1.066)  0.412
N (-0.958, 2.722, 0.407)  -0.490
C (-1.485, 3.945, 0.764)  -0.018
C (-1.058, 4.854, -0.148)  -0.024
N (-0.258, 4.182, -1.047)  -0.273
C (0.457, 4.806, -2.173)  -0.418
C (-0.218, 2.896, -0.686)  0.235
S (0.684, 1.654, -1.546)  0.225
C (-2.297, -0.606, -0.167)  0.227
S (-0.870, -1.594, -0.338)  0.220
H (-4.671, -2.087, -1.920)  0.256
H (-4.319, -2.907, -0.387)  0.247
H (-3.048, -2.736, -1.611)  0.234
H (-5.422, 0.042, -0.580)  0.274
H (-3.931, 2.068, 0.522)  0.260
H (-1.393, 1.427, 2.239)  0.028
H (-0.117, 0.730, 0.901)  -0.097
H (-2.094, 4.075, 1.643)  0.266
H (-1.257, 5.908, -0.235)  0.275
H (0.702, 5.829, -1.903)  0.257
H (-0.170, 4.807, -3.061)  0.248
H (1.375, 4.260, -2.371)  0.235
S (2.272, -0.608, 1.449)  0.093
C (1.644, -1.542, 2.779)  -0.014
N (2.369, -1.640, 3.855)  -0.481
C (1.889, -2.506, 4.944)  -0.235
C (0.533, -3.081, 4.497)  -0.527
S (0.204, -2.453, 2.807)  0.425
H (3.253, -1.151, 3.951)  0.452
H (1.795, -1.913, 5.852)  0.254
H (2.619, -3.292, 5.127)  0.255
H (-0.284, -2.760, 5.137)  0.266
H (0.539, -4.166, 4.449)  0.271
I (1.421, -3.859, -4.929)  0.317
C (2.269, -2.502, -3.626)  -0.207
C (3.586, -2.082, -3.763)  -0.124
C (4.098, -1.168, -2.852)  -0.193
C (3.291, -0.693, -1.846)  0.026
N (2.008, -1.094, -1.710)  -0.466
C (1.511, -1.989, -2.588)  0.024
H (4.209, -2.464, -4.561)  0.269
H (5.121, -0.826, -2.927)  0.268
H (3.665, 0.017, -1.120)  0.220
H (0.487, -2.300, -2.454)  0.223

E_tot: -2955.9800 a.u.
Gap between HOMO and LUMO: 5.06 eV
Net charge: +3
ΔE to the lowest compared entry with this formula, charge and spin: 22.4 kcal per mole

---

Density functional theory data (ωB97M-V/def2-TZVPD) for a 2-piece molecular cluster, C6H10N2O overall.

Last column: natural (NBO) charge in e.
Atoms and positions in Å:
C (0.990, -1.331, -0.172)  0.708
N (2.175, -0.785, 0.233)  -0.860
C (-0.306, 1.735, -0.227)  0.232
C (-1.138, 2.610, 0.291)  -0.572
O (0.854, -2.431, -0.637)  -0.596
H (3.008, -1.263, -0.081)  0.401
H (2.230, 0.222, 0.290)  0.404
H (-0.224, 0.395, 0.681)  0.226
H (-1.549, 3.414, -0.312)  0.227
H (-1.457, 2.539, 1.323)  0.225
C (-0.291, -0.726, 1.044)  -0.503
C (0.275, 0.122, -1.747)  -0.180
C (-1.523, -1.298, 0.945)  -0.255
N (0.470, 1.283, -1.135)  -0.452
H (0.230, -0.853, 1.988)  0.232
H (1.022, -0.191, -2.465)  0.200
H (-0.709, -0.339, -1.806)  0.177
H (-1.936, -1.904, 1.740)  0.198
H (-2.123, -1.200, 0.047)  0.187

E_tot: -419.1623 a.u.
Gap between HOMO and LUMO (spin up / spin down): 7.29 / 6.85 eV
ΔE to the lowest compared entry with this formula, charge and spin: 140.7 kcal per mole

---

Density functional theory data (ωB97M-V/def2-TZVPD) for one molecule with the formula C5H8O2.

Last column: natural (NBO) charge in e.
Atoms and positions in Å:
O (2.326, 0.282, -0.184)  -0.708
C (1.142, 0.343, 0.572)  0.111
C (0.009, 1.228, -0.015)  -0.453
C (-0.937, 0.028, 0.114)  0.249
O (-2.200, 0.057, 0.677)  -0.684
C (-0.453, -1.070, -0.770)  -0.456
C (0.191, -0.853, 0.587)  -0.270
H (2.159, -0.281, -0.952)  0.463
H (1.441, 0.634, 1.584)  0.188
H (-0.279, 2.107, 0.568)  0.223
H (0.273, 1.520, -1.036)  0.203
H (-2.814, 0.440, 0.037)  0.474
H (-1.088, -1.950, -0.810)  0.234
H (0.067, -0.840, -1.701)  0.197
H (0.164, -1.645, 1.329)  0.227

E_tot: -345.7265 a.u.
Gap between HOMO and LUMO: 10.41 eV
ΔE to the lowest compared entry with this formula, charge and spin: 49.2 kcal per mole

---

Density functional theory data (ωB97M-V/def2-TZVPD) for a 2-piece molecular cluster, H3S3 overall.

Last column: natural (NBO) charge in e.
Atoms and positions in Å:
S (2.077, -1.133, 0.157)  -0.308
H (1.793, 0.135, 0.485)  0.126
S (-1.564, 1.029, 0.577)  -0.469
S (0.609, -0.569, -1.417)  -0.685
H (-2.519, 0.277, -0.017)  0.129
H (-0.397, 0.262, 0.215)  0.207

E_tot: -1196.3798 a.u.
Gap between HOMO and LUMO: 6.43 eV
Net charge: -1
ΔE to the lowest compared entry with this formula, charge and spin: 15.8 kcal per mole

---

Density functional theory data (ωB97M-V/def2-TZVPD) for one molecule with the formula C22H17N3O4S.

Last column: natural (NBO) charge in e.
Atoms and positions in Å:
N (-1.026, 4.770, -0.496)  -0.357
C (-1.526, 3.735, -0.613)  0.258
C (-2.047, 2.515, -0.693)  -0.407
C (-2.878, 2.245, -1.848)  0.204
N (-3.350, 3.199, -2.585)  -0.771
S (-3.324, 0.579, -2.319)  0.236
C (-1.889, -0.428, -2.114)  -0.205
C (-0.612, 0.033, -2.485)  -0.200
C (0.531, -0.751, -2.298)  -0.245
C (0.403, -1.979, -1.673)  -0.170
C (-0.882, -2.446, -1.229)  -0.269
C (-2.003, -1.692, -1.496)  0.289
O (-3.225, -2.216, -1.161)  -0.656
C (-1.747, 1.535, 0.359)  0.092
C (-2.800, 0.698, 0.846)  -0.233
C (-2.484, -0.236, 1.816)  -0.196
C (-1.179, -0.327, 2.353)  -0.224
C (-0.158, 0.553, 1.931)  -0.023
C (1.186, 0.529, 2.624)  0.070
O (1.772, 1.853, 2.718)  -0.719
C (2.070, -0.454, 1.922)  -0.040
C (2.287, -1.731, 2.471)  -0.153
C (3.159, -2.641, 1.874)  -0.224
C (3.779, -2.307, 0.670)  -0.194
C (3.612, -1.007, 0.070)  0.082
N (4.198, -0.655, -1.189)  0.490
O (5.008, -1.449, -1.699)  -0.375
O (3.886, 0.445, -1.668)  -0.374
C (2.757, -0.082, 0.752)  -0.170
C (-0.449, 1.446, 0.892)  -0.253
H (-4.029, 3.024, -3.345)  0.421
H (-3.142, 4.168, -2.296)  0.428
H (-0.453, 1.025, -2.943)  0.229
H (1.522, -0.393, -2.658)  0.236
H (1.319, -2.552, -1.436)  0.220
H (-1.012, -3.364, -0.712)  0.230
H (-3.849, -1.579, -1.550)  0.477
H (-3.793, 0.859, 0.500)  0.219
H (-3.247, -0.982, 2.148)  0.221
H (-0.954, -1.035, 3.128)  0.208
H (1.002, 0.212, 3.652)  0.184
H (1.127, 2.512, 2.980)  0.484
H (1.806, -2.017, 3.401)  0.216
H (3.262, -3.647, 2.286)  0.228
H (4.397, -3.031, 0.140)  0.244
H (2.653, 0.954, 0.444)  0.258
H (0.320, 2.112, 0.529)  0.232

E_tot: -1711.8363 a.u.
Gap between HOMO and LUMO: 7.05 eV
ΔE to the lowest compared entry with this formula, charge and spin: 58.8 kcal per mole

---

Density functional theory data (ωB97M-V/def2-TZVPD) for a 2-piece molecular cluster, C2H6N2O2 overall.

Last column: natural (NBO) charge in e.
Atoms and positions in Å:
C (1.055, 0.226, -1.554)  -0.593
C (0.339, -0.141, -0.497)  0.452
N (-2.441, -0.072, 0.505)  -0.424
N (1.626, -0.429, 1.450)  -0.477
O (-1.787, 0.495, -0.453)  -0.367
O (0.604, -0.873, 0.528)  -0.389
H (1.911, -0.158, -1.955)  0.205
H (0.671, 1.025, -2.220)  0.223
H (-2.737, 0.605, 1.244)  0.345
H (-3.072, -0.956, 0.307)  0.347
H (2.434, -0.237, 0.827)  0.337
H (1.397, 0.514, 1.816)  0.341

E_tot: -339.5158 a.u.
Gap between HOMO and LUMO (spin up / spin down): 9.22 / 8.25 eV
ΔE to the lowest compared entry with this formula, charge and spin: 198.8 kcal per mole